No. 1
Computed, not measured: C40H76F24N9O21S8 as an isolated structure at a distorted geometry, with ωB97M-V/def2-TZVPD.

Geometry as XYZ:
```
178
Properties=species:S:1:pos:R:3:forces:R:3
C 20.6691 25.5160 18.0690 -0.16 -2.09 0.85
N 10.9601 20.8438 16.7295 1.75 -3.25 -1.84
H 13.7066 21.9797 9.8653 0.39 0.29 -0.28
C 11.3095 34.2214 12.4214 0.85 -1.37 0.08
H 14.3368 15.2740 12.7128 -0.30 -0.31 0.32
H 13.1385 21.0673 19.3770 -0.41 0.39 -0.38
C 13.7114 33.4232 12.1111 0.22 -0.12 -0.67
H 10.5588 34.3212 13.1412 -1.34 -0.24 1.30
C 13.8852 29.7694 19.4068 -3.37 2.72 -0.23
C 12.7523 33.5481 14.4277 -0.42 -0.14 0.78
C 14.6632 32.2450 11.9419 -0.51 -0.45 -0.33
O 16.1150 14.3359 13.8270 0.47 0.16 0.63
O 15.9409 23.0337 12.6201 -0.33 0.53 0.10
O 11.8026 24.8462 13.5941 -1.91 0.99 -1.85
H 15.1760 18.6728 13.0534 0.31 0.43 -0.34
O 21.2577 23.8321 20.4042 -0.71 -0.34 -0.96
C 16.0551 16.8203 11.6299 -0.42 -1.45 -1.31
F 17.0905 16.5685 17.1515 -0.14 0.16 0.03
H 19.8240 23.5067 18.2394 -0.41 0.51 -0.33
O 15.1916 23.4657 9.6642 0.29 0.32 -0.73
C 14.4423 17.8805 13.0859 0.59 0.71 0.05
F 16.0852 16.1468 19.0367 0.11 0.53 -0.50
C 11.9922 29.4737 12.4752 1.19 -0.44 -0.50
C 13.1182 26.1620 15.4552 0.71 -0.08 1.74
H 11.4299 29.5970 11.5509 0.30 0.35 -0.32
N 11.8695 31.7876 12.8919 0.03 0.52 2.26
H 10.1207 20.3935 14.1584 0.38 0.25 0.17
C 9.9498 21.3959 14.5708 -1.46 -1.60 0.28
C 13.9198 30.9631 11.7568 -1.39 -0.86 -1.04
H 8.5348 20.1874 17.5431 -0.50 -0.22 0.22
H 10.2860 23.2312 16.1981 -0.11 0.61 0.80
O 14.0312 31.1267 17.2037 -0.09 1.87 -0.72
H 12.7487 30.2562 15.0291 -0.20 0.08 -0.29
O 13.7496 22.0362 12.8849 -0.56 -0.15 0.09
C 13.0550 18.5006 13.2455 -0.54 -1.66 0.76
C 11.5601 25.9360 10.4592 -0.22 1.01 0.11
H 13.3320 21.7570 17.7511 -0.31 -0.44 0.07
C 12.4462 33.2350 12.9572 -1.73 0.89 -1.35
C 10.7505 19.8857 18.9421 -2.68 -2.32 0.06
F 16.0182 11.7181 15.5874 0.23 -0.48 -0.27
H 13.6484 25.8593 11.9410 0.90 -0.04 0.38
H 13.7800 33.4091 14.7406 0.32 -0.15 -0.41
F 12.4918 30.2093 19.4571 1.86 -1.52 -0.74
C 10.7354 22.3658 18.6988 1.68 0.96 -0.96
F 13.5260 23.6307 20.8421 -0.70 0.33 -0.05
N 14.8457 15.4660 15.5346 0.59 -0.17 0.53
O 12.4545 23.4746 15.4646 0.15 0.69 0.39
H 11.7960 23.4128 10.0339 0.91 0.91 0.42
H 11.4792 23.1421 18.3117 -1.06 -0.64 0.61
H 20.6193 26.4654 18.5783 0.22 0.27 0.29
H 16.1785 16.1943 10.6958 -0.16 0.82 0.92
F 17.3072 27.0907 16.2667 0.30 -1.00 0.15
H 12.8061 18.7333 14.2868 0.50 -0.48 0.03
F 15.7624 23.2098 15.8950 -1.21 -0.94 -0.67
H 9.1720 23.7165 18.5073 -0.14 -0.01 -0.18
O 15.0617 21.3857 21.2336 0.54 0.27 -0.65
O 11.6777 20.1374 16.0337 -1.67 2.29 2.33
H 10.7807 22.0384 14.4139 0.71 0.51 -0.34
H 7.6239 20.8200 16.1513 -0.41 0.53 0.31
S 16.8571 29.6716 16.5626 3.81 1.94 1.93
H 11.2441 29.2439 13.1939 -0.33 0.00 0.99
H 15.3392 32.3836 11.0864 -0.03 0.24 0.55
H 12.9611 23.7250 11.3951 -0.16 -0.30 0.80
O 17.3663 21.7511 21.9077 1.06 -0.43 0.21
H 12.7492 15.9666 12.0468 1.90 -0.47 -0.43
F 13.9708 28.5796 19.8603 0.22 -1.19 0.88
N 16.3706 23.3607 20.3903 0.55 1.94 -1.38
S 14.7469 22.9212 13.4200 0.78 0.58 1.42
O 15.7387 24.6597 22.5653 0.32 -0.80 -1.54
F 16.3805 21.4457 14.9224 3.37 -1.66 -1.38
S 15.8984 24.6386 21.1249 -1.70 0.85 1.69
H 15.1842 32.1096 12.8619 1.06 0.15 0.52
H 13.5429 23.0722 8.4785 0.61 -0.03 -0.31
H 20.4043 25.6599 17.0390 0.31 0.05 -0.70
H 16.2912 16.1674 12.4597 0.67 0.14 0.31
H 12.5012 34.5917 14.6478 -0.07 -0.19 -0.26
F 14.4076 30.6909 20.1867 1.39 -0.38 0.05
C 9.4513 22.6842 16.6479 -0.47 -0.21 -0.38
S 15.8887 14.2919 15.2670 0.01 -1.06 0.35
C 12.7978 23.8274 10.3492 1.06 -0.20 -1.87
C 19.9810 24.3057 20.1556 -1.90 2.35 0.07
C 15.0838 12.6379 15.5307 -1.08 0.86 1.42
C 12.7989 20.9800 18.3211 2.97 -0.45 1.18
C 13.8721 15.7797 11.8750 -0.78 0.04 0.17
F 15.7591 20.8950 18.6156 1.00 -0.18 0.32
N 18.2050 24.9203 18.4707 1.04 0.34 -0.13
H 10.7987 20.0104 20.0069 0.30 0.18 0.56
C 12.9301 30.6671 12.8576 -2.67 -2.23 -0.19
H 13.4273 33.8365 11.1326 0.13 -0.09 0.29
H 22.1966 22.5444 21.6967 -0.93 0.84 0.14
H 12.2759 25.4128 8.0927 0.16 -0.65 -0.29
H 20.4071 22.3520 21.6461 0.23 0.18 -0.37
H 11.6678 27.0282 10.4234 -0.10 -0.19 -0.30
O 17.8407 30.7418 16.9306 -2.28 -2.17 -1.70
H 21.0101 23.8120 22.4122 0.50 -0.42 0.16
H 10.7836 34.0443 11.4638 0.91 -0.31 0.29
C 14.0364 17.8910 10.6594 -0.84 -0.47 -0.21
C 14.1848 24.7051 20.4631 1.05 0.77 -1.82
H 13.2526 30.9665 10.8651 0.77 0.18 -0.06
C 15.9671 16.7162 17.8274 -0.70 -0.39 0.59
H 21.6570 24.9766 18.2129 -0.96 1.16 -0.43
H 13.1309 19.9541 18.1292 0.31 0.30 -0.66
S 12.7914 24.5467 14.5497 0.72 -1.42 1.54
C 21.2213 23.0965 21.6007 0.74 -0.78 1.13
O 16.5132 25.8003 20.5574 0.93 0.44 -0.77
C 9.3564 22.6978 18.1538 0.53 0.73 0.80
C 9.6564 21.3047 16.0958 0.62 -0.18 -1.12
O 16.2622 29.5737 15.2547 -0.03 0.35 -0.24
F 13.2323 27.1642 14.6039 -0.09 0.00 -0.77
H 12.1888 32.9244 15.1096 -0.39 -0.02 0.19
F 13.6748 25.8481 20.8524 -1.06 0.12 0.71
O 13.8181 17.3439 16.7396 -1.01 0.33 -0.95
H 11.7548 35.1807 12.4492 0.70 1.03 -0.49
F 14.2477 26.0064 16.1209 0.73 -0.24 -0.27
C 13.5016 30.4128 14.2520 -0.62 -0.53 0.32
O 13.6666 28.6981 17.0057 0.32 1.72 0.81
H 14.0940 15.1618 10.9707 -0.41 0.84 0.54
H 14.1538 29.5229 14.3337 -0.35 0.36 -0.70
O 16.9465 14.0651 16.2424 -0.69 1.23 -1.26
C 15.3598 22.1733 15.0600 -0.17 2.51 0.32
H 8.4753 19.3955 15.8951 0.79 0.62 0.80
O 10.7129 31.5379 13.1289 2.63 1.21 -0.98
C 13.8924 23.0129 9.5052 -2.14 0.14 1.94
H 17.8986 25.4555 19.2932 -0.72 -0.20 0.34
S 16.3598 21.9427 20.9262 -1.14 -2.54 1.97
F 14.1323 12.2841 14.6990 -0.22 -0.16 -1.60
H 17.6285 24.0919 18.3407 -0.32 -0.06 0.48
C 8.5347 20.3487 16.4874 -0.10 -0.89 -1.61
H 13.1002 20.4001 12.9496 0.08 0.38 -0.07
N 12.9100 25.3590 10.1113 -1.53 -1.33 -1.14
F 15.6990 18.0301 17.9426 1.04 -0.46 0.67
H 14.4142 18.9037 10.6878 0.18 0.05 -0.09
F 18.4133 28.0238 17.9330 0.06 -0.69 -0.35
H 19.7962 25.3406 20.5240 0.56 -0.24 0.69
H 16.6331 17.7317 11.5363 -0.05 0.09 0.26
H 15.5793 23.2504 10.5223 -0.21 -0.29 0.31
H 9.0746 21.7203 13.9883 0.12 0.38 0.63
S 14.3979 16.0540 16.9753 -0.19 -0.08 -0.88
N 15.8960 29.4532 17.7733 -0.37 0.32 0.12
O 12.7837 19.6310 12.4689 -0.03 -0.44 -0.45
H 14.0893 31.2212 14.5668 0.93 1.08 0.52
H 8.5661 22.1018 18.6539 0.31 0.03 -0.79
H 13.0617 26.7957 8.6821 0.49 0.01 -0.34
C 19.6661 24.5001 18.6959 1.38 -0.29 -1.81
H 10.7435 22.4302 19.7751 0.20 -0.17 0.41
H 9.6406 19.7023 18.7270 1.71 0.49 0.40
H 8.5586 23.0195 16.1550 -0.59 0.46 -0.12
C 14.0044 25.9733 10.9246 -0.42 0.77 -1.29
H 11.2401 25.7387 11.4778 0.44 -0.57 0.16
H 19.1578 23.7512 20.5890 0.10 -0.80 0.39
N 14.5969 17.1038 11.8070 -0.14 0.10 -1.52
H 14.0209 27.0463 10.5972 0.01 -0.80 0.62
H 14.1476 17.4133 9.6642 0.50 0.01 0.85
H 12.9625 17.9128 10.8578 0.17 0.33 -0.25
F 12.2247 26.4906 16.3798 -0.91 -0.67 -0.75
H 11.2395 18.9560 18.6768 0.22 -0.24 0.01
C 16.8557 21.0968 19.3731 0.87 -1.06 -0.46
C 13.1466 25.7069 8.6636 -1.23 1.10 0.92
H 10.7495 25.6108 9.7751 0.87 0.04 0.20
H 14.9396 25.5068 10.5552 -0.52 0.14 1.03
F 17.4795 19.9110 19.6859 -1.17 1.66 -0.73
H 14.8453 17.2124 13.8442 -0.84 -0.15 0.56
F 17.7400 21.8289 18.6134 -0.60 -0.60 0.59
H 14.0980 25.3820 8.2990 0.39 -0.34 -0.09
S 14.3721 29.8287 17.6364 -0.59 -3.88 -0.37
C 18.0042 28.1547 16.6610 -2.09 2.36 0.88
C 11.3688 21.0268 18.2675 -2.43 1.97 -1.17
H 14.5458 30.0600 11.6747 0.02 0.45 0.05
F 14.1516 24.7885 19.0604 0.23 -0.72 1.51
F 14.4811 21.3875 15.5912 -2.14 -0.05 1.04
H 18.0101 25.5579 17.6728 0.65 -0.56 0.36
H 14.3052 34.1383 12.6697 -0.21 0.66 -0.27
F 19.0248 28.3520 15.8846 0.93 -0.32 -0.62
H 12.6020 28.5799 12.3880 0.22 -0.10 -0.07
N 14.1906 24.3197 13.8924 1.02 -0.04 -0.96
F 14.4453 12.7083 16.7129 0.54 -0.08 0.47
O 13.6046 15.1403 17.7383 0.85 0.00 0.39
H 12.4099 17.6454 12.9558 -0.43 0.89 0.16
```
Positions in Å, forces in eV/Å.

Computed properties:
Net charge   +1
Max |F|   4.69 eV/Å

No. 2
Computed, not measured: one molecule with the formula C8H4FNO2 at a distorted geometry, with ωB97M-V/def2-TZVPD.

Geometry as XYZ:
```
16
Properties=species:S:1:pos:R:3:forces:R:3
C -0.3868 1.9058 -0.1257 -0.73 -3.40 -0.06
C -2.5164 -0.0273 0.1042 3.71 0.51 -0.14
F 0.1572 3.2812 -0.2310 -2.03 -4.65 0.39
H -2.7820 2.4368 0.0359 1.70 -2.03 -0.04
C 0.1447 -0.9459 -0.0313 -2.82 2.75 -0.24
H -1.7851 -2.4267 0.1884 0.61 2.53 -0.19
O 3.0598 1.4095 -0.8813 -5.25 -6.70 4.13
C -1.4478 -1.3093 0.1064 1.78 4.18 -0.58
N 2.6323 -0.9021 0.2394 -1.29 0.78 -1.03
C -2.0148 1.5505 0.0145 2.84 -2.56 -0.18
H -3.6835 -0.2646 0.1752 2.95 0.72 -0.14
O 1.6575 -3.1887 -0.3065 -1.21 9.11 1.69
C 0.6243 0.6161 -0.1642 -1.86 -1.10 0.26
H 2.5921 -0.7462 1.2720 0.32 -0.39 -0.87
C 2.2506 0.4808 -0.3198 1.61 4.60 -2.45
C 1.4980 -1.8698 -0.0762 -0.32 -4.35 -0.55
```
Positions in Å, forces in eV/Å.

Computed properties:
Structure (SMILES)   O=C1NC(=O)c2c(F)cccc21
Net charge   0
Relative energy (zero: lowest compared OMol25 entry of this formula, charge and spin)   8.192 eV
Max |F|   9.46 eV/Å

| no. | HOMO energy (eV) |
| --- | --- |
| 1 | -10.835 |
| 2 | -9.774 |